--- a ---
{
  "formula": "C18H24N2O3",
  "method": "the ωB97M-V functional and the def2-TZVPD basis",
  "species": ["C", "C", "O", "N", "C", "C", "C", "C", "C", "C", "H", "O", "C", "H", "C", "O", "N", "H", "C", "H", "H", "C", "C", "C", "C", "C", "C", "C", "H", "H", "H", "H", "H", "H", "H", "H", "H", "H", "H", "H", "H", "H", "H", "H", "H", "H", "H"],
  "xyz": [[-5.8543, -2.8334, 0.4892], [-5.6707, -1.3909, 0.0609], [-6.5328, -0.7482, -0.4902], [-4.4270, -0.9185, 0.3737], [-3.8818, 0.3482, 0.1504], [-4.5797, 1.3761, -0.4715], [-3.9587, 2.5994, -0.6571], [-2.6629, 2.8146, -0.2346], [-1.9625, 1.7853, 0.3924], [-2.5708, 0.5551, 0.5816], [-2.0435, -0.2606, 1.0531], [-0.6778, 2.0779, 0.7722], [0.0343, 1.1042, 1.4984], [0.9621, 1.5950, 1.8108], [0.4044, -0.1384, 0.6755], [0.5585, -1.2262, 1.1903], [0.5247, 0.1139, -0.6377], [0.4002, 1.0640, -0.9563], [0.9901, -0.8614, -1.5925], [0.2639, -0.9461, -2.4081], [1.0486, -1.8119, -1.0582], [2.3713, -0.4876, -2.1501], [3.3796, -0.3581, -1.0355], [3.8996, -1.4295, -0.4532], [4.8282, -1.3857, 0.7189], [4.7940, -0.0196, 1.3958], [4.9205, 1.0709, 0.3389], [3.7054, 1.0392, -0.5840], [3.8871, 1.6706, -1.4590], [2.8383, 1.4569, -0.0609], [5.0046, 2.0536, 0.8077], [5.8263, 0.8981, -0.2461], [5.6010, 0.0597, 2.1264], [3.8447, 0.0951, 1.9236], [4.5445, -2.1659, 1.4290], [5.8460, -1.6105, 0.3808], [3.6508, -2.4159, -0.8214], [2.2939, 0.4520, -2.7015], [2.6749, -1.2695, -2.8482], [-0.5059, 0.7904, 2.3994], [-2.1738, 3.7653, -0.3732], [-4.4996, 3.3984, -1.1405], [-5.5904, 1.2135, -0.8027], [-3.7998, -1.5657, 0.8324], [-5.7472, -2.9200, 1.5686], [-5.1108, -3.4673, 0.0105], [-6.8472, -3.1662, 0.2020]],
  "nbo_charge": [-0.713, 0.685, -0.596, -0.627, 0.265, -0.305, -0.165, -0.313, 0.392, -0.396, 0.220, -0.515, -0.167, 0.218, 0.650, -0.631, -0.618, 0.405, -0.214, 0.195, 0.232, -0.435, 0.013, -0.182, -0.433, -0.391, -0.392, -0.436, 0.210, 0.199, 0.206, 0.197, 0.207, 0.197, 0.217, 0.205, 0.197, 0.199, 0.222, 0.204, 0.222, 0.217, 0.258, 0.397, 0.228, 0.227, 0.243],
  "lumo_energy_ev": 0.64,
  "e_homo_ev": -8.43,
  "charge": 0,
  "gap_ev": 9.1,
  "mol_weight_da": 316.4,
  "smiles": "CC(=O)Nc1cccc(OCC(=O)NCCC2=CCCCC2)c1"
}

--- b ---
{
  "formula": "C18H24N2O3",
  "method": "the ωB97M-V functional and the def2-TZVPD basis",
  "species": ["C", "C", "C", "C", "C", "C", "N", "C", "C", "C", "O", "N", "C", "C", "C", "C", "C", "C", "H", "H", "H", "H", "H", "C", "O", "O", "C", "C", "H", "H", "H", "H", "H", "H", "H", "H", "H", "H", "H", "H", "H", "H", "H", "H", "H", "H", "H"],
  "xyz": [[2.0248, 1.9521, 4.5140], [1.6736, 1.6810, 3.0565], [0.1680, 1.7492, 2.8122], [-0.1776, 1.4737, 1.3513], [-1.6852, 1.4744, 1.1058], [-2.0332, 1.2062, -0.3622], [-1.6279, -0.1272, -0.7652], [-0.5036, -0.3894, -1.4938], [0.4223, -1.3346, -1.0951], [1.6347, -1.5989, -1.8563], [2.4558, -2.4611, -1.6254], [1.8321, -0.7464, -2.9327], [0.9230, 0.1440, -3.4184], [1.1815, 0.8533, -4.5953], [0.2180, 1.6730, -5.1355], [-1.0311, 1.7735, -4.5294], [-1.2859, 1.1031, -3.3546], [-0.3015, 0.3149, -2.7453], [-2.2685, 1.1544, -2.9151], [-1.8031, 2.3741, -4.9851], [0.4211, 2.2152, -6.0465], [2.1379, 0.7309, -5.0823], [2.6968, -0.8869, -3.4409], [0.3576, -2.0448, 0.2011], [1.2878, -2.1956, 0.9471], [-0.8946, -2.4800, 0.4977], [-1.0347, -3.2224, 1.7096], [-0.6115, -4.6715, 1.5242], [-1.1914, -5.1336, 0.7287], [0.4429, -4.7146, 1.2628], [-0.7705, -5.2200, 2.4483], [-2.0943, -3.1486, 1.9666], [-0.4257, -2.7478, 2.4867], [-1.7804, -0.8075, -0.0290], [-3.1167, 1.3011, -0.5009], [-1.5305, 1.9447, -0.9880], [-2.1589, 0.7150, 1.7334], [-2.1005, 2.4440, 1.3892], [0.2911, 2.2318, 0.7185], [0.2451, 0.5071, 1.0704], [-0.2046, 2.7367, 3.0964], [-0.3314, 1.0125, 3.4464], [2.1747, 2.4140, 2.4200], [2.0374, 0.6918, 2.7709], [3.1004, 1.8993, 4.6633], [1.6844, 2.9418, 4.8123], [1.5526, 1.2180, 5.1632]],
  "nbo_charge": [-0.599, -0.391, -0.385, -0.399, -0.400, -0.211, -0.609, 0.310, -0.363, 0.664, -0.603, -0.577, 0.204, -0.248, -0.169, -0.255, -0.165, -0.109, 0.221, 0.217, 0.218, 0.213, 0.414, 0.796, -0.565, -0.541, -0.075, -0.635, 0.211, 0.232, 0.215, 0.185, 0.199, 0.410, 0.194, 0.207, 0.193, 0.207, 0.197, 0.203, 0.191, 0.192, 0.192, 0.206, 0.209, 0.198, 0.200],
  "lumo_energy_ev": 0.13,
  "e_homo_ev": -8.41,
  "charge": 0,
  "gap_ev": 8.5,
  "mol_weight_da": 316.4,
  "smiles": "CCCCCCNc1c(C(=O)OCC)c(=O)[nH]c2ccccc12"
}

Stability summary - winner: b; margin: 13.3 kcal/mol.

--- a ---
{
  "formula": "C3H12N2OS",
  "method": "the ωB97M-V functional and the def2-TZVPD basis",
  "species": ["N", "C", "C", "S", "C", "N", "H", "H", "H", "H", "H", "H", "H", "H", "H", "H", "H", "H", "O"],
  "xyz": [[0.5711, -0.9978, 1.6014], [-0.2986, 0.0972, 1.1033], [-0.0196, 1.3455, 1.9190], [-0.3545, 1.1996, 3.7562], [0.0592, 0.2956, -0.3703], [-0.3666, -0.7858, -1.2337], [0.0408, -1.6919, 2.1110], [0.9821, -1.5556, 0.8615], [-1.3038, -0.2609, 1.3521], [1.0426, 1.5777, 1.8613], [-0.7320, 2.1168, 1.6323], [-1.6375, 1.0168, 3.3984], [1.1433, 0.4077, -0.3079], [-0.2586, 1.3155, -0.6285], [-1.1687, -0.4502, -1.7469], [0.3163, -1.0028, -1.9440], [0.4716, -1.5737, -4.7067], [1.1911, -0.4135, -4.1537], [0.3217, -0.6402, -4.5051]],
  "nbo_charge": [-0.850, -0.083, -0.482, -0.052, -0.234, -0.833, 0.360, 0.358, 0.182, 0.222, 0.211, 0.107, 0.187, 0.177, 0.366, 0.362, 0.468, 0.463, -0.928],
  "lumo_energy_ev": 0.50,
  "e_homo_ev": -8.83,
  "charge": 0,
  "gap_ev": 9.3,
  "mol_weight_da": 124.2,
  "smiles": "NC[C@@H](N)CS.O"
}

--- b ---
{
  "formula": "C3H12N2OS",
  "method": "the ωB97M-V functional and the def2-TZVPD basis",
  "species": ["N", "C", "C", "S", "C", "N", "H", "H", "H", "H", "H", "H", "H", "H", "H", "H", "H", "H", "O"],
  "xyz": [[-1.9995, -0.2653, -0.9241], [-1.2217, -0.0393, 0.3497], [-0.2072, 0.9894, -0.1143], [0.8579, 1.8293, 1.1629], [-0.5948, -1.3727, 0.9871], [0.7943, -1.3814, 0.4220], [-2.9143, -0.3782, -0.5487], [-1.7082, -1.1378, -1.5067], [-1.9688, 0.1915, 1.1634], [-0.6864, 1.7477, -0.7604], [0.6389, 0.5654, -0.7328], [0.0925, 2.3804, 2.0749], [-0.4225, -1.2219, 2.0655], [-1.0829, -2.4278, 0.9652], [1.2499, -2.3335, 0.3661], [1.4431, -0.6843, 0.6977], [0.7732, -0.9567, -1.8410], [1.2424, -0.6960, -3.4050], [1.2744, -1.2818, -2.6205]],
  "nbo_charge": [-0.857, -0.086, -0.510, -0.098, -0.238, -0.912, 0.361, 0.373, 0.204, 0.246, 0.240, 0.122, 0.181, 0.221, 0.381, 0.381, 0.491, 0.475, -0.976],
  "lumo_energy_ev": 0.86,
  "e_homo_ev": -8.99,
  "charge": 0,
  "gap_ev": 9.8,
  "mol_weight_da": 124.2,
  "smiles": "NC[C@H](N)CS.O"
}

Stability summary - winner: a; margin: 22.6 kcal/mol.

--- a ---
{
  "formula": "C3H12N2OS",
  "method": "the ωB97M-V functional and the def2-TZVPD basis",
  "species": ["N", "C", "C", "S", "C", "N", "H", "H", "H", "H", "H", "H", "H", "H", "H", "H", "H", "H", "O"],
  "xyz": [[1.3718, -1.2751, 0.5538], [-0.0681, -0.7500, 0.2992], [-0.4222, -1.5130, -0.8562], [-0.4698, -3.1793, -0.6321], [-0.0960, 0.6892, -0.0610], [-0.3686, 1.6707, 0.9502], [1.2092, -2.0352, 1.2974], [-1.6910, -3.1974, -0.2246], [1.8119, -0.5058, 1.0907], [-0.7725, -0.9469, 1.2226], [-1.3748, -1.1546, -1.3177], [0.3177, -1.3228, -1.6457], [-0.8283, 0.6702, -0.8752], [0.9388, 0.9455, -0.4307], [0.5080, 2.2116, 1.1904], [-0.5915, 1.2003, 1.7519], [-0.3136, 5.7016, -0.1524], [0.2314, 6.7740, 0.7492], [0.5709, 6.1502, 0.0797]],
  "nbo_charge": [-0.841, -0.076, -0.598, 0.048, -0.235, -0.817, 0.366, 0.095, 0.347, 0.173, 0.218, 0.244, 0.178, 0.194, 0.359, 0.344, 0.468, 0.464, -0.933],
  "lumo_energy_ev": 0.80,
  "e_homo_ev": -9.00,
  "charge": 0,
  "gap_ev": 9.8,
  "mol_weight_da": 124.2,
  "smiles": "NC[C@H](N)CS.O"
}

--- b ---
{
  "formula": "C3H12N2OS",
  "method": "the ωB97M-V functional and the def2-TZVPD basis",
  "species": ["C", "C", "S", "N", "C", "N", "H", "H", "H", "H", "H", "H", "H", "H", "H", "H", "H", "H", "O"],
  "xyz": [[1.1261, 0.3463, -0.4788], [2.0666, -0.7018, 0.1191], [3.6725, 0.0518, 0.5609], [-0.2875, -0.0932, -0.3914], [-0.8209, -0.8225, 0.7307], [-0.6855, -0.0870, 1.9939], [1.2489, 0.3529, -1.5565], [1.2654, 1.3415, -0.0618], [1.7132, -0.9189, 1.1013], [2.0696, -1.5887, -0.4979], [4.5047, -0.7126, -0.1566], [-0.6866, -0.1347, -1.3057], [-0.3333, -1.7852, 0.7808], [-1.8822, -1.0142, 0.5714], [0.0837, 0.5453, 1.8321], [-1.4970, 0.4766, 2.2064], [-3.9930, 0.9678, -2.2982], [-3.5512, 1.8897, -1.1538], [-4.0135, 1.8869, -1.9959]],
  "nbo_charge": [-0.228, -0.532, -0.058, -0.685, -0.051, -0.837, 0.203, 0.185, 0.212, 0.230, 0.130, 0.380, 0.153, 0.188, 0.349, 0.360, 0.467, 0.470, -0.937],
  "lumo_energy_ev": 0.49,
  "e_homo_ev": -8.73,
  "charge": 0,
  "gap_ev": 9.2,
  "mol_weight_da": 124.2,
  "smiles": "NCNCCS.O"
}

Stability summary - winner: b; margin: 12.6 kcal/mol.

--- a ---
{
  "formula": "C3H12N2OS",
  "method": "the ωB97M-V functional and the def2-TZVPD basis",
  "species": ["N", "C", "C", "S", "C", "N", "H", "H", "H", "H", "H", "H", "H", "H", "H", "H", "H", "H", "O"],
  "xyz": [[1.5593, -0.1674, -0.0284], [0.1683, 0.3165, 0.1673], [0.0751, 0.9000, 1.6178], [0.6966, -0.3041, 2.9289], [-0.3295, 1.3298, -0.8713], [-0.6903, 0.5766, -2.1306], [2.2069, 0.5526, 0.3707], [0.3171, -1.2698, 2.1358], [1.7664, -0.2181, -1.0121], [-0.5092, -0.5608, 0.0575], [-0.8369, 1.2230, 1.9298], [0.7938, 1.8756, 1.8208], [-1.3676, 1.6681, -0.4233], [0.4976, 2.1735, -1.0463], [-1.6717, 0.8437, -2.4596], [-0.1642, 0.5938, -3.0560], [-2.0523, -2.5751, -2.9027], [-1.2197, -1.3739, -3.3827], [-1.8090, -2.0262, -3.6580]],
  "nbo_charge": [-0.831, -0.091, -0.478, -0.049, -0.225, -0.919, 0.354, 0.119, 0.356, 0.200, 0.203, 0.205, 0.204, 0.197, 0.377, 0.380, 0.473, 0.473, -0.947],
  "lumo_energy_ev": 0.73,
  "e_homo_ev": -8.86,
  "charge": 0,
  "gap_ev": 9.6,
  "mol_weight_da": 124.2,
  "smiles": "NC[C@@H](N)CS.O"
}

--- b ---
{
  "formula": "C3H12N2OS",
  "method": "the ωB97M-V functional and the def2-TZVPD basis",
  "species": ["C", "C", "S", "N", "C", "N", "H", "H", "H", "H", "H", "H", "H", "H", "H", "H", "H", "H", "O"],
  "xyz": [[1.2282, 0.6213, 0.2636], [0.7000, 2.0146, 0.6137], [-0.3148, 2.7726, -0.6732], [0.1985, -0.3733, 0.0235], [-0.2624, -1.1096, 1.1982], [-0.7222, -2.4858, 0.8626], [1.8919, 0.7039, -0.6013], [1.8439, 0.3392, 1.1082], [1.5847, 2.6276, 0.7835], [0.1769, 2.0402, 1.5693], [0.3951, 2.3417, -1.7168], [-0.6160, 0.0941, -0.3640], [0.5902, -1.3454, 1.8385], [-1.1066, -0.6171, 1.6762], [0.0404, -2.9089, 0.3352], [-1.4837, -2.4185, 0.2002], [-1.0482, -1.1932, -1.8079], [-1.7396, -0.1080, -2.5973], [-1.3564, -0.9954, -2.7124]],
  "nbo_charge": [-0.221, -0.538, -0.044, -0.666, -0.064, -0.816, 0.194, 0.201, 0.215, 0.224, 0.122, 0.353, 0.184, 0.169, 0.352, 0.340, 0.470, 0.463, -0.937],
  "lumo_energy_ev": 0.70,
  "e_homo_ev": -9.34,
  "charge": 0,
  "gap_ev": 10.0,
  "mol_weight_da": 124.2,
  "smiles": "NCNCCS.O"
}

--- c ---
{
  "formula": "C3H12N2OS",
  "method": "the ωB97M-V functional and the def2-TZVPD basis",
  "species": ["N", "C", "C", "S", "C", "N", "H", "H", "H", "H", "H", "H", "H", "H", "H", "H", "H", "H", "O"],
  "xyz": [[-0.7310, -0.4453, 1.6200], [0.1204, 0.1545, 0.5866], [-0.4792, 1.4975, 0.2036], [-1.9815, 1.3621, -0.8355], [1.6119, 0.3291, 0.9898], [2.0447, -0.7155, 1.9284], [-0.8282, -1.4382, 1.4188], [-1.3442, 1.4141, -2.0115], [-0.2179, -0.4803, 2.4974], [0.1423, -0.4529, -0.2986], [0.1850, 2.1426, -0.3622], [-0.8033, 2.0407, 1.0872], [2.2141, 0.2817, 0.0772], [1.6782, 1.2966, 1.4482], [1.9274, -1.6247, 1.4861], [3.0365, -0.6410, 2.0413], [-2.8044, -1.4848, -3.4454], [-1.8812, -1.7090, -4.6852], [-1.8898, -1.5271, -3.7463]],
  "nbo_charge": [-0.835, -0.084, -0.502, -0.050, -0.228, -0.836, 0.356, 0.117, 0.372, 0.187, 0.214, 0.226, 0.173, 0.184, 0.348, 0.357, 0.476, 0.470, -0.946],
  "lumo_energy_ev": 0.76,
  "e_homo_ev": -8.73,
  "charge": 0,
  "gap_ev": 9.5,
  "mol_weight_da": 124.2,
  "smiles": "NC[C@@H](N)CS.O"
}

Stability summary - winner: c; margin: 3.1 kcal/mol.